17
Properties=species:S:1:pos:R:3:forces:R:3 method="wB97M-V/def2-TZVPD" orbital_gap_ev=9.0910 largest_force_ev_per_a=1.1 smiles="O=[N+]([O-])[C@]1(S)CC=CC(F)=C1Cl" charge=0 homo_ev=-9.133 lumo_ev=0.0
O -1.45983 1.37174 -1.85831 -0.2 0.0 -0.7
N -1.51927 1.48150 -0.66290 0.3 0.0 -0.2
O -2.26305 2.18714 -0.04465 -0.7 0.6 0.2
C -0.55793 0.64010 0.12713 0.5 -0.1 1.0
S -0.72236 1.30997 1.84430 0.0 0.0 0.0
C 0.84356 0.82755 -0.45183 0.0 0.1 -0.2
C 1.76254 -0.31465 -0.17327 -0.2 -0.2 0.1
C 1.29686 -1.54302 0.05591 0.4 0.2 0.0
C -0.12511 -1.78031 0.08936 -0.9 0.5 -0.1
F -0.51864 -3.05941 0.14215 0.1 0.2 0.0
C -1.02515 -0.78096 0.08242 0.1 -0.6 -0.1
Cl -2.72887 -1.04614 0.16575 0.3 -0.2 0.0
H 0.25391 0.53176 2.31991 0.2 -0.2 0.0
H 1.26598 1.76399 -0.08090 -0.1 0.0 0.0
H 0.73825 0.91922 -1.54266 0.0 0.0 0.1
H 2.82033 -0.11385 -0.22254 0.2 -0.1 0.0
H 1.93878 -2.39465 0.21013 0.1 -0.1 0.0

=====

18
Properties=species:S:1:pos:R:3:forces:R:3 method="wB97M-V/def2-TZVPD" orbital_gap_ev=11.0281 largest_force_ev_per_a=6.4 charge=0 homo_ev=-10.905 lumo_ev=0.1
O 2.24260 3.62016 1.10058 -2.5 -3.7 -0.9
O 2.15216 -1.90455 0.53794 -0.4 -0.1 -0.2
O -1.57629 -0.09778 0.01720 0.8 1.8 -0.3
Cl -0.35413 -0.43566 2.85320 -0.1 0.2 0.4
O -0.03967 -2.43024 0.67006 1.6 1.3 0.1
O -1.16456 1.94362 -0.93025 0.7 -1.0 1.4
O 0.56622 2.10046 1.56412 -0.3 0.1 -0.7
C 1.58177 2.59599 0.84609 3.9 5.0 0.2
C 1.03507 -1.59863 0.85294 0.1 -0.8 -0.1
C -0.87614 0.90184 -0.07835 -0.9 -1.5 -0.5
C 1.66555 1.51834 -0.22215 -0.5 -0.6 0.2
C 0.85892 -0.24665 1.57529 -0.7 -0.1 -0.7
C 0.48790 0.96870 0.66130 0.0 -1.0 0.0
H -0.81180 -1.87562 0.82751 -0.7 0.0 0.1
H -2.05224 1.81102 -1.30798 0.2 -0.2 0.2
H 2.60824 0.92819 -0.24312 -0.7 0.3 0.3
H 1.37500 1.75916 -1.26776 0.2 0.2 0.9
H 1.82659 -0.03316 2.06857 -0.6 0.0 -0.5

=====

16
Properties=species:S:1:pos:R:3:forces:R:3 method="wB97M-V/def2-TZVPD" orbital_gap_ev=10.3294 largest_force_ev_per_a=4.4 smiles="C=C[C@@]1(C(F)(F)F)CC1(F)F" charge=0 homo_ev=-9.514 lumo_ev=0.8
C 1.04531 -0.50323 1.62412 0.2 0.2 -0.9
C 0.31224 -0.40058 0.50841 1.0 -0.7 0.9
C -0.97480 0.22101 0.55110 -4.4 -0.4 0.2
C -1.31933 1.15784 1.68667 0.5 -0.2 0.2
F -0.54142 2.25384 1.67502 0.5 -0.4 0.4
F -2.55404 1.66180 1.52764 -0.1 -0.5 1.2
F -1.16234 0.51304 2.91216 -1.0 1.4 -1.2
C -1.97427 0.44161 -0.61731 1.2 -2.0 -0.9
C -2.18478 -0.80076 0.18270 0.6 1.8 0.1
F -1.92152 -1.97810 -0.36513 0.4 -0.5 0.2
F -3.27235 -0.92634 1.01560 1.0 0.3 -0.9
H 2.00432 -0.98220 1.55519 0.2 -0.3 0.2
H 0.72798 -0.07749 2.56903 0.4 0.0 -0.3
H 0.50797 -1.01431 -0.35662 0.5 0.3 -0.3
H -2.82979 1.01967 -0.51004 -0.8 1.7 0.5
H -1.60029 0.48360 -1.64738 -0.1 -0.7 0.4

=====

20
Properties=species:S:1:pos:R:3:forces:R:3 method="wB97M-V/def2-TZVPD" orbital_gap_ev=8.9772 largest_force_ev_per_a=3.2 smiles="CCO[C@]([O-])(N=C=O)C(F)(F)C(F)(F)F" charge=-1 homo_ev=-5.348 lumo_ev=3.6
C -2.58493 -1.02275 -0.47734 1.8 0.3 0.6
C -1.65267 0.03081 0.24816 -1.1 -3.0 -0.2
O -0.33231 -0.17660 -0.14969 0.8 -0.2 1.2
C 0.54214 0.54319 0.81528 -1.1 1.1 0.7
O 0.03597 0.74930 1.95758 1.3 -0.4 -0.7
N 0.94803 1.88255 0.07194 0.3 -0.4 0.1
C 0.32299 2.86133 -0.17242 0.4 -1.6 0.0
O -0.25776 3.80070 -0.52553 -1.1 2.1 -0.4
C 1.85661 -0.21037 0.62269 1.3 -1.4 1.3
F 1.99868 -1.21437 1.56563 -0.4 0.6 -0.1
F 3.02759 0.47747 0.71490 -0.7 0.8 0.4
C 1.96383 -0.94913 -0.68505 1.5 -1.7 -1.5
F 1.44242 -0.37831 -1.75285 0.3 0.3 -0.3
F 3.29358 -1.16026 -0.95733 0.1 0.5 -0.2
F 1.52478 -2.20197 -0.60453 -1.1 -0.4 0.1
H -2.51896 -1.99549 -0.00051 0.7 -0.4 -0.3
H -3.59061 -0.81001 -0.27446 -1.7 1.0 0.1
H -2.42456 -1.06430 -1.56384 0.1 -0.1 0.4
H -1.74405 -0.11799 1.37241 -0.1 0.9 -1.5
H -1.85076 0.95620 -0.20504 -1.2 1.9 0.4

=====

20
Properties=species:S:1:pos:R:3:forces:R:3 method="wB97M-V/def2-TZVPD" orbital_gap_ev="8.4836 / 8.3869" s_squared=0.76 largest_force_ev_per_a=0.5 spin_multiplicity=2 charge=0 homo_ev="-9.305 / -9.830" lumo_ev="-0.8 / -1.4"
Hg -0.89891 0.67959 -1.93173 0.1 0.5 0.1
I -3.04625 1.94300 -2.71894 0.1 -0.2 0.0
C -3.00639 -1.53167 -4.18980 0.0 -0.1 0.0
I -1.28105 -2.10403 -3.26987 0.1 -0.1 0.0
H -2.92273 -0.91280 -5.06582 0.0 0.0 0.0
H -3.93572 -1.86452 -3.76214 0.0 0.0 0.0
O 3.43856 0.59803 2.34777 0.0 -0.1 0.0
C 2.29264 0.29720 2.92502 0.0 0.2 0.0
O 2.18050 0.13142 4.11430 0.0 -0.1 0.0
C 1.08187 0.18428 2.05248 0.0 -0.1 0.0
C -0.14804 -0.13630 2.58285 0.0 0.0 0.0
N -1.02304 -0.16630 1.56661 0.0 0.0 0.0
N -0.43746 0.11427 0.39835 -0.1 0.0 -0.1
C 0.83862 0.33562 0.66876 0.1 0.0 0.0
C 1.76501 0.70940 -0.45776 0.0 0.1 0.1
O 2.95223 0.88188 -0.19908 0.0 -0.1 0.0
O 1.25040 0.85015 -1.62019 -0.2 -0.2 -0.1
H 3.33041 0.69962 1.35871 0.0 0.0 0.0
H -0.42452 -0.33700 3.60396 0.0 0.0 0.0
H -2.00613 -0.37183 1.59650 0.0 0.0 0.0

=====

25
Properties=species:S:1:pos:R:3:forces:R:3 method="wB97M-V/def2-TZVPD" orbital_gap_ev=1.4179 largest_force_ev_per_a=4.1 charge=-1 homo_ev=-4.137 lumo_ev=-2.7
In -2.30202 4.17409 -1.73156 -0.3 -0.1 0.1
S -4.43875 2.78586 3.19837 0.3 -2.4 -0.6
O -4.98416 2.20667 4.41192 0.3 0.7 -0.1
O -4.31924 4.21321 3.10863 -0.8 2.5 0.4
O -3.02513 2.38967 2.91910 0.8 -0.9 0.1
O -5.13554 2.21914 2.01308 -0.3 0.2 -0.3
S -4.13230 5.46330 -7.37299 -0.8 1.3 -0.8
O -3.94113 6.33553 -6.22865 0.4 2.2 2.3
O -5.43649 5.74434 -7.90839 -1.9 0.1 -0.6
O -3.14206 5.64256 -8.36587 2.3 0.1 -1.9
O -4.04223 4.20176 -6.70952 0.2 -3.7 1.3
C 2.92912 -5.07565 1.99931 3.3 -1.3 2.0
C 4.19300 -4.49811 2.33387 -1.9 2.3 -1.3
C 4.34533 -3.11817 1.99605 1.6 -2.1 0.2
C 3.34156 -2.41632 1.36375 0.9 0.5 0.1
C 2.15961 -3.01792 1.13519 -2.5 -0.7 -0.1
C 1.93839 -4.37380 1.43950 -0.8 1.5 -0.6
N 3.50893 -0.95646 1.01184 -0.4 -0.5 1.2
O 4.56436 -0.42732 1.28931 0.1 -0.2 -0.3
O 2.52479 -0.38455 0.59506 0.2 -0.1 -0.3
H 2.83449 -6.09187 2.35252 -0.5 -0.3 -0.3
H 4.97118 -5.03859 2.85226 0.0 0.0 -0.1
H 5.33401 -2.70459 2.12978 -0.1 0.5 0.2
H 1.28601 -2.44427 0.86288 0.2 0.2 -0.5
H 0.96816 -4.82863 1.30467 -0.1 0.2 -0.2